No. 1
The following is a DFT calculation (ωB97M-V/def2-TZVPD) of 12 unconnected molecules or ions with the total composition C24H48Cl24.

Results
SMILES: ClCCCl.ClCCCl.ClCCCl.ClCCCl.ClCCCl.ClCCCl.ClCCCl.ClCCCl.ClCCCl.ClCCCl.ClCCCl.ClCCCl
total energy: -11987.8934 a.u.
gap between HOMO and LUMO: 0.38032 hartree
LUMO level: 0.01 eV
spin multiplicity: 1

Each line ends with the Löwdin charge.
Positions of all 96 atoms, in Å:
Cl: 2.68281 2.70509 2.44088  0.5147
C: 3.38033 4.19000 1.65867  -0.6063
C: 2.46438 5.37926 1.96874  -0.6525
Cl: 0.79391 5.07943 1.41932  0.5197
H: 3.44565 3.99837 0.58763  0.0574
H: 4.37965 4.34424 2.06568  0.0753
H: 2.81030 6.25002 1.41180  0.0718
H: 2.49744 5.45500 3.05561  0.0667
Cl: 1.30318 -0.82180 5.55681  0.5748
C: 0.85759 0.88878 5.53131  -0.7171
C: 1.77804 1.78403 6.36225  -0.6400
Cl: 1.46796 1.58966 8.12156  0.5243
H: -0.18571 0.90929 5.84627  0.0369
H: 0.88196 1.19969 4.48688  -0.0055
H: 1.70565 2.85082 6.15059  0.0643
H: 2.84456 1.62726 6.20080  0.0639
Cl: 6.00835 -2.29460 5.80611  0.5136
C: 6.23083 -1.45100 4.22812  -0.6526
C: 5.85703 -2.27918 3.00757  -0.7165
Cl: 4.25148 -2.84684 3.12135  0.5973
H: 7.24291 -1.05385 4.15019  0.0735
H: 5.65044 -0.52966 4.27701  0.0618
H: 6.57428 -3.09905 2.96951  0.0796
H: 5.91170 -1.61342 2.14624  0.0589
Cl: -4.14741 -2.93823 -6.59079  0.5544
C: -4.30478 -1.32936 -5.79582  -0.6729
C: -3.52481 -1.26127 -4.56604  -0.7187
Cl: -3.55184 0.36330 -3.93792  0.6219
H: -5.33069 -1.18877 -5.45545  0.0694
H: -4.04135 -0.52643 -6.48430  0.0738
H: -2.50197 -1.42493 -4.90532  0.0178
H: -3.80983 -1.91361 -3.74061  0.0497
Cl: -3.63876 2.92876 -1.01587  0.6096
C: -3.74253 3.77566 -2.51372  -0.6828
C: -2.42172 4.48927 -2.84924  -0.5847
Cl: -1.06455 3.31282 -3.17448  0.5284
H: -4.49321 4.52878 -2.27418  0.0680
H: -4.17126 3.08852 -3.24320  0.0424
H: -2.17392 5.10289 -1.98311  0.0651
H: -2.50850 5.12791 -3.72828  0.0716
Cl: 6.69759 -1.23603 -1.13162  0.5080
C: 4.90205 -1.52337 -1.03587  -0.6546
C: 4.15761 -0.39012 -1.62601  -0.6583
Cl: 4.53743 1.17011 -0.81159  0.5215
H: 4.55495 -1.63910 -0.00911  0.0498
H: 4.69868 -2.48908 -1.49861  0.0521
H: 3.08686 -0.49969 -1.45401  0.0350
H: 4.32604 -0.37510 -2.70281  0.0809
Cl: -4.58250 1.78622 1.99617  0.5686
C: -3.71140 2.98957 2.92546  -0.6740
C: -2.95518 2.32924 4.06967  -0.5708
Cl: -1.52539 1.43520 3.38454  0.6006
H: -4.50247 3.64348 3.29248  0.0689
H: -3.18731 3.68997 2.27518  0.0707
H: -3.46266 1.56170 4.65402  0.0700
H: -2.58036 3.06498 4.78121  0.0763
Cl: -0.31078 -5.61016 1.41599  0.5410
C: 0.47047 -4.17017 2.11144  -0.6899
C: 0.10170 -4.00372 3.60397  -0.6277
Cl: -1.63983 -3.54124 3.80346  0.4938
H: 0.30755 -3.20772 1.62642  0.0250
H: 1.52938 -4.42754 2.13505  0.0429
H: 0.72169 -3.20292 4.00701  0.0225
H: 0.25890 -4.91217 4.18542  0.0671
Cl: -6.38056 -1.58265 -1.92133  0.5749
C: -5.43208 -0.65716 -0.75037  -0.6729
C: -4.66092 -1.67318 0.12961  -0.6791
Cl: -3.27635 -2.28843 -0.71523  0.6200
H: -6.09941 -0.11342 -0.08171  0.0625
H: -4.70900 -0.00964 -1.24632  0.0133
H: -5.37198 -2.46134 0.37720  0.0671
H: -4.27500 -1.10776 0.97782  0.0481
Cl: 2.12939 -3.93557 -1.02982  0.5685
C: 0.69341 -3.53205 -2.01852  -0.6729
C: 0.14762 -4.71503 -2.84367  -0.6429
Cl: 1.26696 -5.27390 -4.10924  0.5345
H: 0.96673 -2.76678 -2.74500  -0.0069
H: -0.09932 -3.09944 -1.40818  0.0334
H: -0.70153 -4.35642 -3.42542  0.0613
H: -0.11113 -5.57710 -2.22886  0.0648
Cl: -0.44465 0.39288 -7.78989  0.5407
C: -0.36064 1.04927 -6.13440  -0.6529
C: 0.62803 0.23096 -5.26056  -0.6438
Cl: 0.23933 -1.50065 -5.13197  0.5732
H: -1.33453 1.12177 -5.65026  0.0238
H: -0.04654 2.08854 -6.23115  0.0618
H: 0.63056 0.59441 -4.23294  0.0017
H: 1.66208 0.30164 -5.59796  0.0693
Cl: 1.15214 -0.59940 0.87791  0.5887
C: 0.27905 0.79642 0.28698  -0.6924
C: -1.03000 0.39036 -0.50702  -0.6099
Cl: -0.39264 -0.33137 -1.98727  0.5979
H: 0.99262 1.40567 -0.26777  0.0543
H: -0.05972 1.41859 1.11538  0.0000
H: -1.62586 1.25995 -0.78422  -0.0054
H: -1.67669 -0.30836 0.02371  0.0232

No. 2
The following is a DFT calculation (ωB97M-V/def2-TZVPD) of a molecular structure, C24H48MnO18.

Results
charge: +1
total energy: -3448.3266 a.u.
gap between HOMO and LUMO (spin up / spin down): 0.07658 / 0.43473 hartree
LUMO level (spin up / spin down): -1.55 / -1.61 eV
spin multiplicity: 7

Each line ends with the Löwdin charge.
Positions of all 91 atoms, in Å:
Mn: 0.21865 -0.54315 -0.42361  0.8468
C: 1.79064 0.77909 5.46955  -0.0435
C: 2.35863 1.34483 4.11641  -0.1926
O: 1.83921 0.51093 3.09807  0.0281
C: 2.11513 0.68742 1.77730  -0.5126
O: 1.72200 -0.08099 0.92378  0.0453
O: 2.77483 1.78513 1.50391  0.0268
C: 3.43442 2.02611 0.31873  -0.0572
H: 1.99784 1.46442 6.29144  0.0786
H: 2.15046 -0.23665 5.63361  0.0743
H: 0.70345 0.71757 5.51783  0.0609
H: 3.44314 1.24017 4.14751  0.1238
H: 2.19761 2.39935 3.89246  0.1227
H: 4.44537 2.33755 0.58155  0.1031
H: 3.02738 2.85677 -0.25782  0.0923
H: 3.58532 1.18447 -0.35727  0.0967
C: 3.66234 -3.68748 3.53508  -0.0443
C: 2.61910 -4.18426 2.50183  -0.1953
O: 2.23233 -3.11955 1.57799  0.0281
C: 1.57548 -3.39407 0.43585  -0.4972
O: 0.88846 -2.51042 -0.14170  0.0256
O: 1.70509 -4.66448 0.10753  0.0109
C: 0.90419 -5.24486 -0.89016  -0.0671
H: 3.34249 -2.74008 3.96892  0.0632
H: 4.55714 -3.54496 2.92918  0.0795
H: 3.82779 -4.36271 4.37460  0.0835
H: 1.72044 -4.54414 3.00283  0.1119
H: 2.94383 -5.11282 2.03233  0.1203
H: -0.09345 -4.81273 -0.81211  0.0848
H: 0.80647 -6.33021 -0.91412  0.0998
H: 1.36196 -5.04341 -1.85865  0.0890
C: 4.52278 0.45640 -5.05325  -0.0572
C: 3.56522 0.09491 -3.88517  -0.2205
O: 2.26233 0.58053 -4.10971  0.0367
C: 1.33210 0.52120 -3.17221  -0.5125
O: 1.32553 -0.06990 -2.07886  0.0317
O: 0.23695 1.22207 -3.55116  -0.0240
C: 0.12503 2.01695 -4.76176  -0.0189
H: 5.57573 0.45109 -4.77154  0.0767
H: 4.37632 1.51496 -5.26800  0.0713
H: 4.41403 -0.11184 -5.97702  0.0769
H: 3.86647 0.70969 -3.03700  0.1095
H: 3.62305 -0.95877 -3.61215  0.1203
H: 0.97291 2.69959 -4.81818  0.0912
H: -0.79279 2.59936 -4.68103  0.0811
H: 0.05724 1.36717 -5.63428  0.0968
C: -5.12475 0.40677 2.21794  -0.0468
C: -4.15558 -0.79892 2.59717  -0.1329
O: -2.92957 -0.42391 1.89759  0.0214
C: -1.75666 -0.94723 2.19617  -0.5334
O: -0.77270 -0.63235 1.54597  0.0564
O: -1.77463 -1.77600 3.27450  -0.0039
C: -0.47633 -2.11830 3.86589  0.0017
H: -5.19151 0.53115 1.13712  0.0699
H: -4.74227 1.35433 2.59734  0.0530
H: -6.13115 0.30761 2.62465  0.0753
H: -4.63145 -1.70804 2.22955  0.1203
H: -3.86007 -0.80390 3.64633  0.1198
H: -0.19862 -1.32623 4.56130  0.0791
H: 0.37795 -2.27420 3.20709  0.0785
H: -0.58482 -3.02271 4.46452  0.0975
C: -2.35219 2.99778 1.70715  -0.0695
C: -0.90128 3.27912 1.83213  -0.2065
O: -0.38589 3.73920 0.59280  0.0333
C: -0.02931 2.80701 -0.32519  -0.4244
O: -0.17098 1.56077 -0.13541  0.0275
O: 0.38532 3.37600 -1.48139  -0.0103
C: 0.51401 4.74452 -1.79020  -0.0439
H: -2.62328 2.32853 0.89062  0.0776
H: -2.91351 3.88348 1.40952  0.0921
H: -2.77346 2.48535 2.57204  0.0765
H: -0.33122 2.44624 2.24376  0.1224
H: -0.86001 4.19447 2.42251  0.1343
H: 0.53050 4.84420 -2.87551  0.0932
H: 1.50917 5.07574 -1.49346  0.0961
H: -0.28314 5.37556 -1.39717  0.1041
C: -4.08721 1.65434 -4.28169  -0.0555
C: -4.22818 0.40768 -3.43264  -0.2297
O: -3.25331 0.40484 -2.42162  0.0842
C: -2.70286 -0.67689 -1.94690  -0.4613
O: -1.62878 -0.71385 -1.27454  0.0160
O: -3.47790 -1.76336 -2.24107  -0.0192
C: -3.03952 -3.08194 -1.93462  -0.0742
H: -3.04592 1.96008 -4.38353  0.0608
H: -4.67859 2.43384 -3.80133  0.0803
H: -4.42703 1.50436 -5.30644  0.0857
H: -4.24103 -0.44108 -4.11640  0.1269
H: -5.24702 0.43401 -3.04615  0.1294
H: -3.78500 -3.80532 -2.26489  0.0996
H: -2.69868 -3.27346 -0.91715  0.0771
H: -2.14219 -3.21959 -2.53791  0.0760